Run 1
DFT (the ωB97M-V functional and the def2-TZVPD basis) results for 2 unconnected molecules or ions with the total composition C9H14.

The geometry in ORCA input format:
```
! RIJCOSX wB97M-V def2-TZVPD def2/J DEFGRID3
* xyz 0 1
C -1.751 3.121 -0.283
C -1.147 4.307 -1.012
H -1.761 3.170 0.730
H -2.658 2.865 -0.680
H -1.011 2.231 -0.342
H -2.146 4.671 -1.653
H -0.889 5.298 -0.499
H -0.326 4.106 -1.730
C -1.306 -1.731 -0.357
C 2.658 -2.068 1.218
C 2.275 -1.042 0.361
C 1.756 -3.237 1.385
C 1.028 -1.046 -0.336
C 0.467 -3.163 0.783
C 0.068 -2.076 -0.060
H 3.754 -1.845 1.632
H 3.197 -0.380 0.151
H 2.202 -4.226 1.908
H 0.730 -0.137 -0.937
H -0.182 -3.996 0.784
H -1.932 -2.588 -0.048
H -1.578 -1.391 -1.318
H -1.447 -0.843 0.299
*
```

Properties
structure (SMILES): Cc1ccccc1.CC
M: 122.2 g mol⁻¹
LUMO: 0.0337 Eh

***

Run 2
DFT (the ωB97M-V functional and the def2-TZVPD basis) results for 2 unconnected molecules or ions with the total composition C9H14.

The geometry in ORCA input format:
```
! RIJCOSX wB97M-V def2-TZVPD def2/J DEFGRID3
* xyz 0 1
C 0.579 2.144 -0.992
C 1.022 -1.117 0.952
C 1.282 -1.948 -0.110
C 0.755 0.236 0.707
C 0.829 0.721 -0.579
C 1.534 -1.429 -1.388
C 1.086 -0.113 -1.629
H 0.853 -1.482 1.849
H 1.511 -2.928 0.085
H 0.467 0.999 1.531
H 1.919 -2.084 -2.093
H 0.366 2.455 -2.036
H 1.384 2.872 -0.722
H 1.192 0.325 -2.701
H -0.149 2.727 -0.409
C -2.701 1.057 0.955
C -2.854 -0.361 1.548
H -3.471 1.168 0.302
H -2.925 1.852 1.689
H -1.760 1.119 0.358
H -3.750 -0.751 1.505
H -2.625 -0.356 2.683
H -2.202 -1.063 1.170
*
```

Properties
structure (SMILES): Cc1ccccc1.CC
M: 122.2 g mol⁻¹
LUMO: 0.0384 Eh

***

Run 3
DFT (the ωB97M-V functional and the def2-TZVPD basis) results for 2 unconnected molecules or ions with the total composition C9H14.

The geometry in ORCA input format:
```
! RIJCOSX wB97M-V def2-TZVPD def2/J DEFGRID3
* xyz 0 1
C 0.216 -0.429 1.746
C -0.537 3.088 0.691
C -0.819 1.778 0.974
C 0.474 3.358 -0.289
C 0.244 0.833 0.883
C 1.521 2.497 -0.343
C 1.429 1.254 0.344
H -1.083 3.954 1.069
H -1.747 1.560 1.492
H 0.439 4.355 -0.819
H 2.403 2.637 -0.953
H 0.706 -1.187 1.139
H -0.788 -0.857 1.849
H 2.299 0.619 0.471
H 0.451 -0.173 2.733
C -0.205 -3.539 -1.266
C -1.077 -2.268 -1.451
H -0.583 -4.119 -0.465
H -0.170 -4.204 -2.121
H 0.827 -3.349 -1.001
H -1.540 -1.835 -0.582
H -0.573 -1.443 -1.963
H -1.888 -2.531 -2.138
*
```

Properties
structure (SMILES): Cc1ccccc1.CC
M: 122.2 g mol⁻¹
LUMO: 0.0356 Eh

***

Least stable: run 1